{
  "formula": "C28H36IrN4SSi2",
  "method": "the ωB97M-V functional and the def2-TZVPD basis",
  "spin_multiplicity": 5,
  "largest_force_ev_per_a": 1.47,
  "total_charge": 1,
  "e_homo_ev": [-9.3989, -11.0034],
  "s2": 6.085,
  "gap_ev": [7.00, 6.50],
  "elements": ["Ir", "S", "Si", "Si", "N", "N", "N", "N", "C", "C", "C", "C", "C", "C", "C", "C", "C", "C", "C", "C", "C", "C", "C", "C", "C", "C", "C", "C", "C", "C", "C", "C", "C", "C", "C", "C", "H", "H", "H", "H", "H", "H", "H", "H", "H", "H", "H", "H", "H", "H", "H", "H", "H", "H", "H", "H", "H", "H", "H", "H", "H", "H", "H", "H", "H", "H", "H", "H", "H", "H", "H", "H"],
  "coordinates": [[0.140012, -1.041271, -0.629299], [1.786012, -2.660371, 0.021301], [-0.690588, 0.384029, 2.269501], [2.540712, 0.263429, 1.815701], [1.384612, 0.505729, -1.248799], [3.218312, -4.455071, -1.197399], [1.878112, -3.176171, -2.576999], [-1.470988, 0.148629, -1.140699], [-1.136588, -3.866871, -0.990999], [-2.496188, 3.651529, -1.382899], [-1.234888, -2.480871, -1.082499], [-2.500688, -1.945971, -1.452799], [-0.222388, 2.197429, -0.708599], [2.318012, -3.483371, -1.355499], [3.879912, 0.152829, 0.445801], [0.072712, 4.279929, -1.190499], [-0.735988, -1.435371, 2.863701], [2.681712, -1.255171, 2.953301], [-2.229388, -4.695171, -1.204999], [-1.461288, 1.462929, -1.059999], [-2.484288, 0.740129, 1.705201], [-3.599387, -2.788271, -1.644699], [0.788512, 0.534029, 1.086301], [-1.393588, 4.343129, -0.736599], [1.864412, 1.185429, -2.295899], [-3.704088, 1.579629, -1.978699], [0.254112, 2.990029, -1.979099], [-3.705588, 0.213429, -2.012499], [-0.374788, 3.532729, 0.024101], [0.942212, 1.369729, -0.163799], [3.092512, 1.808529, 2.802601], [-0.376288, 1.553029, 3.746901], [-3.464588, -4.156271, -1.523799], [-2.568988, 2.270429, -1.477299], [-2.589888, -0.507871, -1.554699], [1.536812, 2.486729, -2.534399], [-3.329488, 4.239729, -1.731599], [-2.113688, -5.763771, -1.116699], [4.172313, 1.895229, 2.746901], [2.834112, 1.719329, 3.850601], [-3.100688, 0.845629, 2.592101], [3.555212, -4.655971, -0.270899], [-1.704588, -1.690071, 3.283401], [3.709912, -1.599271, 2.973801], [0.652112, 5.181429, -1.298499], [2.134512, -3.720671, -3.386399], [4.099113, 1.131429, 0.025701], [1.135212, -2.486871, -2.646699], [2.067512, -2.085571, 2.628301], [-4.317388, -4.801071, -1.672799], [-0.465988, 2.948129, -2.808499], [-4.555288, 2.148729, -2.318199], [-1.030188, 1.298529, 4.574301], [-2.598288, 1.655729, 1.136901], [-0.560688, 2.591229, 3.488701], [2.406212, -1.004871, 3.971601], [-0.541288, -2.131071, 2.048101], [1.744312, 2.108429, 0.009701], [-4.564888, -2.364471, -1.878899], [-2.901388, -0.081271, 1.129901], [2.555012, 0.659029, -2.942899], [-4.555888, -0.318571, -2.408499], [0.645512, 1.475429, 4.094901], [-0.199488, -4.333771, -0.721299], [2.018813, 3.055329, -3.311999], [-1.659088, 5.305729, -0.317399], [3.624912, -0.504471, -0.376799], [2.671212, 2.736629, 2.431101], [-0.150188, 3.660129, 1.069601], [4.797612, -0.226771, 0.883801], [3.582912, -4.977571, -1.975899], [0.003712, -1.615071, 3.633601]],
  "forces_ev_per_angstrom": [[0.1020, -1.4687, 0.0046], [-0.3189, 0.5217, 0.2422], [-0.2666, -0.1253, 0.6615], [0.5668, -0.0789, 0.1723], [-0.0360, 0.2766, -0.6020], [-0.0210, -0.0430, -0.1434], [0.0575, -0.0813, 0.0357], [-0.1142, -0.1486, 0.0046], [0.1759, -0.1123, 0.0962], [-0.1517, 0.1678, -0.1075], [-0.1171, 0.4330, 0.0208], [0.1833, -0.7203, 0.1179], [0.1395, -0.1855, -0.1189], [-0.1240, 0.2047, -0.3361], [-0.6652, -0.0202, 0.1900], [0.1540, 0.1648, -0.3745], [0.1280, 0.6674, -0.1762], [-0.1844, 0.5313, -0.3821], [0.0080, 0.1407, -0.0843], [-0.3819, 0.6454, -0.2174], [0.7276, -0.0274, -0.0833], [0.1862, 0.3610, -0.0618], [-0.4744, -0.5917, 0.1379], [0.3631, 0.0880, 0.2958], [0.6976, -0.3021, -0.2562], [0.4222, 0.1635, 0.1626], [0.0292, 0.1374, -0.0825], [0.3069, -0.1951, 0.0972], [-0.3067, -0.0175, 0.2043], [-0.1258, 0.9388, 0.5608], [-0.3324, -0.5903, -0.2713], [-0.1162, -0.5500, -0.5587], [-0.0274, -0.1034, 0.0040], [-0.1108, -0.7940, 0.0292], [-0.2367, 0.3652, -0.0920], [-0.3638, 0.2643, 0.1341], [-0.1448, 0.0628, -0.0680], [0.0164, -0.1358, 0.0314], [0.2559, -0.0232, -0.0641], [-0.1113, 0.0257, 0.2419], [0.0143, -0.0193, 0.3229], [0.0167, -0.0384, -0.0561], [-0.2292, 0.0807, 0.0525], [0.2774, -0.0117, -0.0334], [0.0592, 0.1167, 0.1221], [-0.0570, 0.0770, 0.0468], [0.0259, 0.2256, -0.0179], [0.1057, -0.2179, 0.0115], [-0.1037, -0.1223, 0.0021], [-0.0717, -0.0292, -0.0084], [0.0813, -0.0821, 0.0275], [-0.1202, 0.0356, -0.0746], [-0.1797, -0.0618, 0.1667], [-0.0685, 0.2268, -0.0687], [-0.0385, 0.2145, -0.1092], [-0.1222, 0.0756, 0.2337], [-0.0025, -0.0593, -0.1176], [0.0205, 0.0158, -0.0853], [-0.0878, -0.0174, -0.0309], [-0.0196, -0.1339, -0.1405], [-0.0561, -0.1159, -0.1581], [-0.0507, -0.0577, 0.0607], [0.2453, -0.0202, 0.1239], [0.0260, 0.0486, 0.0580], [0.1480, -0.0167, -0.1660], [0.1630, -0.0230, 0.0949], [-0.0843, -0.1727, -0.1128], [-0.1327, 0.1953, -0.1219], [0.0327, 0.1322, 0.1572], [0.1781, -0.0140, 0.2202], [0.0317, -0.0104, 0.0536], [0.2095, -0.0659, 0.1824]],
  "lowdin_spin": [1.091, 0.013, 0.039, 0.037, 0.492, 0.002, 0.013, -0.001, 0.047, 0.379, 0.105, 0.048, 0.041, 0.006, 0.005, 0.067, 0.017, 0.000, 0.033, 0.119, 0.002, 0.030, 0.376, 0.062, 0.037, 0.110, 0.055, -0.021, 0.037, 0.097, 0.018, 0.015, 0.037, 0.030, 0.142, 0.296, 0.019, 0.001, 0.002, 0.000, 0.000, 0.000, 0.001, 0.000, 0.003, 0.000, 0.000, 0.015, 0.000, 0.001, 0.017, 0.004, 0.002, 0.001, 0.000, 0.000, 0.006, 0.026, 0.001, 0.000, 0.005, -0.004, 0.000, 0.002, 0.015, 0.002, 0.001, 0.000, 0.003, 0.001, 0.000, 0.001]
}